C25H77IN4O27P2S | wB97M-V/def2-TZVPD

The geometry in XYZ format:
```
137
Properties=species:S:1:pos:R:3:lowdin_charge:R:1
C -2.96 -1.63 -5.29 -0.109
C -4.31 -0.91 -5.29 -0.227
C -4.23 0.54 -4.76 -0.205
C -5.26 0.87 -3.68 -0.188
C -5.21 -0.05 -2.44 -0.182
C -4.39 0.50 -1.27 -0.181
C -3.07 1.17 -1.68 -0.171
C -2.02 1.24 -0.58 -0.157
C -2.03 2.40 0.29 -0.226
P -3.20 3.84 0.23 0.897
N -2.39 4.80 -0.97 -0.146
O -4.61 3.40 -0.50 -0.312
C -1.08 2.50 1.29 -0.235
C -1.00 3.68 2.25 -0.227
C -1.58 3.48 3.67 -0.722
C -2.21 4.74 4.21 -0.183
I -2.92 1.79 3.88 0.864
C -0.12 1.48 1.48 -0.164
N 0.76 1.61 2.51 0.252
C 1.62 0.65 2.65 -0.217
N 2.53 0.70 3.77 -0.036
C 1.83 1.12 4.99 -0.057
C 3.64 1.56 3.49 -0.463
C 4.58 1.08 2.43 0.018
O 3.84 2.57 4.12 0.099
C 1.67 -0.46 1.78 -0.158
C 2.72 -1.54 1.97 -0.009
C 2.13 -2.87 1.61 -0.419
O 1.09 -3.30 1.99 0.147
O 2.95 -3.64 0.79 0.071
C 2.49 -3.75 -0.54 -0.470
C 2.93 -2.61 -1.41 0.020
O 1.84 -4.67 -0.91 0.173
N 0.84 -0.59 0.79 0.207
C -0.11 0.38 0.63 -0.164
C -1.07 0.25 -0.40 -0.173
P -0.97 -1.17 -1.52 0.264
O -2.41 -1.65 -1.97 -0.193
O -0.37 -2.43 -0.76 -0.194
S 0.05 -0.72 -3.10 0.383
H -2.15 -0.92 -5.18 0.035
H -2.90 -2.40 -4.52 0.057
H -2.80 -2.15 -6.23 0.045
H -4.62 -0.87 -6.33 0.096
H -5.05 -1.50 -4.76 0.094
H -4.45 1.19 -5.61 0.086
H -3.21 0.77 -4.48 0.087
H -6.24 0.78 -4.15 0.111
H -5.12 1.89 -3.35 0.079
H -4.93 -1.06 -2.69 0.094
H -6.23 -0.12 -2.07 0.084
H -5.01 1.14 -0.66 0.081
H -4.12 -0.34 -0.63 0.101
H -2.62 0.63 -2.51 0.066
H -3.25 2.18 -2.05 0.085
H -3.04 5.17 -1.66 0.024
H -1.67 4.25 -1.43 0.010
H -4.65 3.62 -1.44 0.043
H 0.06 3.84 2.41 0.114
H -1.39 4.58 1.78 0.069
H -0.75 3.20 4.30 0.050
H -1.43 5.49 4.27 0.067
H -2.98 5.10 3.52 0.075
H -2.62 4.57 5.20 0.058
H 2.45 0.94 5.86 0.089
H 0.88 0.61 5.08 0.068
H 1.61 2.19 4.99 0.078
H 5.11 0.23 2.85 0.065
H 4.06 0.74 1.54 0.079
H 5.27 1.88 2.20 0.087
H 3.06 -1.53 3.00 0.101
H 3.54 -1.34 1.29 0.121
H 2.31 -1.73 -1.29 0.055
H 3.96 -2.38 -1.14 0.097
H 2.94 -2.96 -2.44 0.071
H -2.71 -2.34 -1.35 0.068
H -0.92 -2.59 0.04 0.044
O 0.29 -3.31 -5.87 -0.068
H 1.24 -3.35 -5.73 -0.011
H -0.01 -2.73 -5.17 -0.026
O 6.47 -1.24 2.31 -0.064
H 6.68 -1.86 3.01 -0.008
H 7.32 -0.82 2.09 0.032
O 4.09 -2.91 4.56 -0.026
H 4.00 -3.80 4.21 0.080
H 3.34 -2.81 5.15 0.080
O -6.70 0.94 3.07 -0.059
H -5.78 0.80 3.25 -0.035
H -6.96 1.64 3.67 0.046
O -3.09 -4.39 -1.91 -0.041
H -2.18 -4.69 -1.81 0.049
H -3.47 -4.99 -2.56 0.048
O -1.71 -2.83 1.89 -0.044
H -2.41 -3.32 2.34 0.055
H -0.88 -3.23 2.17 0.014
O -3.71 -4.02 -7.69 -0.053
H -2.85 -4.44 -7.59 0.050
H -4.15 -4.55 -8.37 0.038
O -2.03 7.25 5.81 -0.057
H -1.69 8.11 5.54 0.043
H -1.37 6.91 6.41 0.042
O -6.98 -0.14 0.22 -0.047
H -7.26 0.31 1.02 0.008
H -7.79 -0.53 -0.14 0.042
O 3.23 -2.45 -5.09 -0.052
H 4.17 -2.38 -4.88 0.048
H 2.78 -1.93 -4.42 0.012
O -0.81 2.94 -3.38 -0.064
H -0.45 2.12 -3.03 -0.017
H -0.16 3.24 -4.02 0.042
O 6.40 -1.72 5.28 -0.069
H 6.09 -1.35 6.11 0.039
H 5.59 -2.11 4.90 -0.024
O 8.03 1.23 2.07 -0.065
H 8.30 2.09 1.71 0.005
H 7.85 1.41 3.00 0.006
O 0.02 0.23 7.35 -0.060
H -0.33 0.62 8.15 0.041
H -0.73 -0.21 6.94 0.037
O 8.71 -3.56 3.05 -0.052
H 8.40 -3.16 3.87 0.020
H 7.92 -3.94 2.65 0.033
O -6.01 -6.14 -6.95 -0.061
H -5.86 -6.62 -6.13 0.031
H -5.46 -5.36 -6.88 0.002
O 2.95 -4.56 -7.93 -0.051
H 2.22 -4.25 -7.39 0.006
H 3.70 -4.48 -7.34 0.027
O 8.87 4.02 1.75 -0.043
H 9.67 4.43 1.42 0.051
H 8.76 4.36 2.64 0.054
O 8.50 1.63 5.09 -0.044
H 7.73 1.23 5.50 0.038
H 9.23 1.04 5.33 0.050
O -4.45 3.68 -4.99 -0.047
H -4.18 3.60 -5.91 0.044
H -4.01 4.48 -4.69 0.034
```

Results
- F_max: 1.5 eV Å⁻¹
- E_HOMO: -8.21 eV
- E_tot: -4628.0437 a.u.

=====

C6H9BrNO | wB97M-V/def2-TZVPD

The geometry in XYZ format:
```
18
Properties=species:S:1:pos:R:3:nbo_charge:R:1
C -0.12 -0.89 1.30 -0.325
C -1.08 -1.78 1.16 0.220
C 0.04 0.18 0.30 -0.100
C -2.79 -0.80 -0.10 0.122
C 1.39 1.07 -1.78 -0.651
C 1.32 0.53 -0.36 -0.012
N 0.75 1.36 0.77 -0.555
O -2.21 -1.84 0.47 -0.503
Br -4.27 -1.34 -1.12 0.138
H 0.63 -1.21 1.96 0.242
H -1.13 -2.66 1.79 0.220
H 2.03 0.44 -2.36 0.261
H 0.48 0.94 -2.31 0.245
H 1.92 2.03 -1.80 0.249
H 2.28 0.02 -0.08 0.246
H 1.11 1.26 1.76 0.447
H -0.92 0.28 -0.24 0.293
H 0.58 2.42 0.64 0.463
```

Results
- Charge: +1
- F_max: 3.8 eV Å⁻¹
- E_HOMO: -12.60 eV
- E_tot: -2937.6091 a.u.
- ΔE to the lowest compared entry with this formula, charge and spin: 1.8321 eV

=====

C26H32Cl2N7O3Pt | wB97M-V/def2-TZVPD

The geometry in XYZ format:
```
71
Properties=species:S:1:pos:R:3:lowdin_charge:R:1
Pt 0.02 -0.87 -0.37 1.221
C 2.43 0.53 -1.04 -0.154
N 2.05 -0.59 -0.07 -0.221
C 2.95 -1.75 -0.37 -0.172
N 4.35 -1.40 -0.28 -0.075
C 4.63 -0.31 -1.23 -0.144
N 3.82 0.87 -0.93 -0.077
C 4.11 1.31 0.44 -0.136
N 3.81 0.24 1.40 -0.075
C 2.41 -0.10 1.32 -0.152
C 4.63 -0.93 1.08 -0.147
H 1.79 1.38 -0.80 0.118
H 2.20 0.18 -2.05 0.119
H 2.73 -2.10 -1.38 0.125
H 2.73 -2.54 0.35 0.119
H 4.43 -0.65 -2.24 0.133
H 5.69 -0.05 -1.16 0.134
H 3.50 2.18 0.67 0.138
H 5.16 1.58 0.52 0.134
H 1.79 0.77 1.53 0.119
H 2.16 -0.90 2.01 0.115
H 4.42 -1.73 1.79 0.132
H 5.68 -0.66 1.15 0.134
Cl -2.66 1.84 5.67 0.737
C -1.47 0.71 5.12 -0.598
C -0.19 0.76 5.65 -0.089
C 0.77 -0.13 5.22 -0.058
C 0.45 -1.09 4.26 -0.115
C -0.83 -1.12 3.75 -0.545
Cl -1.24 -2.38 2.61 0.772
C -1.82 -0.22 4.14 -0.314
N -3.13 -0.31 3.64 0.059
C -3.53 0.08 2.35 -0.218
C -4.58 -0.77 1.64 -0.019
C -5.02 -0.60 -1.07 0.023
C -4.62 0.39 -1.87 -0.005
C -3.51 1.18 -1.17 -0.184
C -3.10 1.06 1.56 -0.096
C -1.99 2.05 1.79 -0.003
C -0.83 1.62 0.89 -0.605
O -0.47 2.28 -0.07 0.039
O -0.37 0.43 1.18 -0.240
H 0.04 1.51 6.41 0.113
H 1.77 -0.10 5.63 0.116
H 1.17 -1.82 3.94 0.102
H -3.86 -0.45 4.31 0.145
H -4.51 -1.81 1.99 0.122
H -5.81 -1.31 -1.28 0.118
H -5.05 0.65 -2.83 0.118
H -3.43 2.19 -1.56 0.152
H -1.71 2.06 2.84 0.105
H -2.27 3.06 1.48 0.133
C 0.59 -4.05 -0.33 -0.015
O 0.45 -3.44 -1.64 -0.065
C 0.17 -2.20 -1.78 -0.389
C -0.08 -1.87 -3.21 -0.024
H 1.46 -4.70 -0.38 0.107
H -0.30 -4.64 -0.15 0.108
H 0.70 -3.29 0.44 0.034
H -0.16 -2.76 -3.83 0.099
H 0.74 -1.25 -3.57 0.095
H -0.99 -1.27 -3.28 0.077
N -2.88 -1.22 -0.03 0.057
C -4.16 -0.55 0.18 -0.371
C -3.94 0.98 0.29 -0.126
C -2.20 0.50 -1.37 -0.074
N -1.93 -0.63 -0.81 -0.128
H -2.48 -1.74 0.72 0.032
H -5.61 -0.45 1.78 0.138
H -4.96 1.34 0.43 0.167
H -1.41 0.95 -1.96 0.127
```

Results
- Charge: +1
- F_max: 1.4 eV Å⁻¹
- E_HOMO: -10.55 eV
- E_tot: -2658.3901 a.u.
- ΔE to the lowest compared entry with this formula, charge and spin: 1.6537 eV

=====

C5H6O2 | wB97M-V/def2-TZVPD

The geometry in XYZ format:
```
13
Properties=species:S:1:pos:R:3:nbo_charge:R:1
O 0.97 1.49 1.37 -0.503
C 0.66 0.71 0.52 0.577
C 1.67 -0.07 -0.33 -0.193
O 0.84 -0.79 -1.30 -0.451
C -0.40 -0.59 -1.03 0.116
C -1.63 -0.19 1.05 -0.297
C -0.71 0.27 0.06 -0.424
H 2.22 -0.81 0.25 0.219
H 2.36 0.56 -0.90 0.223
H -1.12 -1.11 -1.66 0.188
H -1.36 -0.08 2.09 0.201
H -2.57 -0.65 0.77 0.193
H -0.94 1.23 -0.90 0.151
```

Results
- F_max: 5.1 eV Å⁻¹
- E_HOMO (alpha / beta): -8.39 / -6.11 eV
- E_tot: -344.3987 a.u.
- ΔE to the lowest compared entry with this formula, charge and spin: 5.5295 eV

=====

C34H30NO | wB97M-V/def2-TZVPD

The geometry in XYZ format:
```
66
Properties=species:S:1:pos:R:3:nbo_charge:R:1
C -3.35 5.48 -0.90 -0.648
C -2.41 4.33 -0.80 0.080
C -2.50 3.28 -1.72 -0.215
C -1.56 2.27 -1.74 -0.077
C -0.59 2.14 -0.71 -0.194
C 0.31 1.03 -0.65 0.076
C 1.58 1.16 -0.09 -0.321
C 2.61 0.24 -0.20 0.031
C 3.83 0.34 0.53 -0.083
C 4.93 -0.52 0.25 -0.124
C 6.07 -0.51 1.03 -0.232
C 6.17 0.37 2.13 0.088
C 7.38 0.32 3.00 -0.650
C 5.14 1.29 2.37 -0.231
C 4.00 1.29 1.58 -0.128
C -0.54 3.20 0.25 -0.075
C -1.38 4.29 0.16 -0.246
H -3.15 6.22 -0.11 0.225
H -3.24 5.98 -1.87 0.242
H -4.40 5.16 -0.83 0.241
H -3.33 3.28 -2.44 0.234
H -1.54 1.55 -2.56 0.239
H 0.03 0.10 -1.15 0.242
H 1.80 2.11 0.42 0.214
H 2.50 -0.61 -0.89 0.221
H 4.83 -1.21 -0.59 0.222
H 6.88 -1.20 0.83 0.233
H 7.30 1.08 3.78 0.227
H 7.49 -0.66 3.50 0.243
H 8.29 0.48 2.42 0.243
H 5.24 1.99 3.20 0.231
H 3.19 1.99 1.81 0.215
H 0.18 3.14 1.07 0.204
H -1.26 5.14 0.84 0.226
C -1.74 -2.00 -5.75 -0.195
C -2.71 -1.05 -5.39 -0.210
C -2.87 -0.67 -4.06 -0.202
C -2.08 -1.24 -3.05 -0.057
C -2.44 -0.93 -1.61 0.421
C -1.78 -1.61 -0.55 -0.321
N -2.19 -1.53 0.77 -0.232
C -3.21 -0.70 1.16 0.030
C -3.77 -0.77 2.42 -0.237
C -3.22 -1.61 3.38 -0.134
C -2.10 -2.37 3.07 -0.081
C -1.54 -2.31 1.75 0.138
C -0.41 -3.06 1.44 -0.176
C 0.09 -3.99 2.36 -0.190
C -0.46 -4.07 3.66 -0.207
C -1.51 -3.25 4.02 -0.157
O -3.31 -0.03 -1.45 -0.683
C -1.05 -2.12 -3.42 -0.216
C -0.91 -2.53 -4.75 -0.218
H -1.64 -2.33 -6.78 0.223
H -3.35 -0.61 -6.16 0.222
H -3.64 0.07 -3.81 0.239
H -1.23 -2.51 -0.81 0.210
H -3.63 -0.06 0.39 0.288
H -4.64 -0.15 2.59 0.240
H -3.65 -1.68 4.38 0.229
H 0.08 -2.95 0.48 0.216
H 0.90 -4.66 2.07 0.228
H -0.05 -4.79 4.37 0.231
H -1.92 -3.27 5.03 0.229
H -0.36 -2.50 -2.66 0.198
H -0.15 -3.27 -5.02 0.219
```

Results
- Charge: +1
- F_max: 1.4 eV Å⁻¹
- E_HOMO: -9.55 eV
- E_tot: -1443.3163 a.u.

=====

C7H14O | wB97M-V/def2-TZVPD

The geometry in XYZ format:
```
22
Properties=species:S:1:pos:R:3:nbo_charge:R:1
C -1.65 -2.03 0.86 -0.389
C -1.20 -0.82 1.21 -0.209
C -0.16 -0.11 0.42 -0.091
C 0.91 0.32 1.14 -0.374
C -0.50 0.19 -1.07 -0.439
C 0.31 -0.79 -2.00 -0.399
C 1.77 -0.57 -1.79 -0.620
H -1.62 -2.68 0.03 0.206
H -2.37 -2.52 1.57 0.188
H -1.51 -0.36 2.27 0.220
H 1.59 1.21 0.95 0.234
H 1.03 -0.05 2.19 0.199
H -1.52 0.14 -1.41 0.222
H -0.19 1.27 -1.40 0.203
H 0.12 -0.77 -3.11 0.219
H 0.13 -1.77 -1.46 0.196
H 2.05 0.21 -2.60 0.191
H 2.37 -1.52 -1.83 0.212
H 2.12 -0.01 -0.94 0.225
O 0.18 2.93 1.34 -0.936
H -0.57 2.48 1.01 0.476
H -0.04 3.82 1.44 0.467
```

Results
- F_max: 3.6 eV Å⁻¹
- E_HOMO: -8.81 eV
- E_tot: -350.2350 a.u.
- ΔE to the lowest compared entry with this formula, charge and spin: 3.3881 eV

=====

C12H18N2O2S2 | wB97M-V/def2-TZVPD

The geometry in XYZ format:
```
36
Properties=species:S:1:pos:R:3:nbo_charge:R:1
C 3.80 0.24 -1.18 -0.260
O 3.86 1.64 -0.97 -0.545
C 3.49 2.39 -2.12 -0.058
C 1.96 2.60 -2.29 -0.436
C 1.16 2.67 -0.94 -0.436
C 0.15 1.48 -0.92 0.016
C 0.35 0.34 -0.04 -0.204
C -0.55 -0.70 -0.09 -0.226
C -1.62 -0.62 -1.03 0.141
N -2.57 -1.56 -1.24 -0.613
S -3.57 -0.99 -2.37 0.880
N -2.91 0.48 -2.74 -0.587
C -1.85 0.52 -1.91 0.082
C -0.89 1.58 -1.82 -0.232
H 2.99 -0.22 -0.57 0.178
H 4.73 -0.25 -0.84 0.184
H 3.64 -0.05 -2.23 0.173
H 3.93 1.89 -3.00 0.169
H 3.96 3.39 -2.08 0.184
H 1.56 1.77 -2.92 0.209
H 1.74 3.51 -2.87 0.215
H 1.81 2.62 -0.06 0.229
H 0.56 3.60 -0.85 0.218
H 1.21 0.34 0.64 0.224
H -0.38 -1.56 0.59 0.270
H -0.98 2.47 -2.46 0.220
C -2.41 -2.08 4.80 -0.832
S -1.59 -3.13 3.59 1.257
O -0.76 -2.25 2.73 -0.996
C -3.07 -3.55 2.66 -0.832
H -1.66 -1.68 5.47 0.241
H -2.92 -1.27 4.29 0.232
H -3.12 -2.68 5.37 0.228
H -3.54 -2.64 2.29 0.235
H -3.76 -4.10 3.30 0.227
H -2.77 -4.18 1.82 0.245
```

Results
- F_max: 2.2 eV Å⁻¹
- E_HOMO: -8.55 eV
- E_tot: -1524.3486 a.u.